This record from OMol25 describes C3H7O2V as an isolated structure. The level of theory is ωB97M-V/def2-TZVPD.

Element x y z (Å)
H (-0.40206, 1.68550, -0.84412)
C (-0.23962, 1.31780, 1.26873)
H (1.90495, 0.79872, -0.45542)
H (-0.68921, 1.51463, 2.24647)
O (-0.65407, -2.46863, -1.13353)
C (1.42931, 0.03855, 0.18951)
H (-1.91599, 2.00305, 0.20010)
C (-0.92054, 1.57109, 0.11362)
H (0.12241, -3.08215, -1.20793)
O (0.92872, 0.73052, 1.36852)
V (-0.41730, -0.64935, -0.62272)
H (2.24638, -0.62077, 0.50553)
H (-1.39296, -2.83896, -1.62876)

Its multiplicity is 4. Its largest force on an atom is 3.2 eV/A. The value obtained for the total energy is -32997.152 eV. The net charge is +1.